Computed, not measured: an isolated ion of composition C5H8NO and charge +1 in a non-equilibrium geometry, with ωB97M-V with the def2-TZVPD basis set.

structure (SMILES)	C=C=[N+](C)C(C)=O
charge	+1
Kohn-Sham gap	0.2563	Eh
energy above the lowest of the compared OMol25 structures with the same formula, charge and spin	633.7	kJ/mol

Structure (XYZ):
```
15
Properties=species:S:1:pos:R:3:forces:R:3:nbo_charge:R:1
C -1.848 -0.125 0.347 6.6 -0.1 -1.6 -0.66
C -0.649 0.511 0.397 -0.2 -2.5 -2.1 0.72
N 0.677 0.751 0.065 -6.4 0.1 1.6 -0.60
C 1.121 2.041 0.790 0.6 -1.5 1.2 -0.39
C 1.473 -0.641 -0.512 2.4 1.4 0.8 0.81
C 0.525 -1.924 -0.406 3.1 1.0 -3.9 -0.67
O 2.544 -0.196 -0.754 -1.9 -2.7 -0.2 -0.38
H -1.777 -1.233 -0.079 0.2 2.5 0.5 0.36
H -2.774 -0.253 0.697 -3.6 1.2 1.9 0.32
H 2.201 2.159 0.891 -0.1 -0.5 -0.6 0.27
H 0.729 1.900 1.781 0.2 0.0 0.8 0.21
H 0.662 2.951 0.496 -0.4 0.5 -1.4 0.24
H 0.520 -2.528 -1.402 -0.1 1.5 1.5 0.30
H -0.323 -1.408 -0.165 -1.6 -0.3 -0.1 0.20
H 0.736 -2.630 0.333 1.1 -0.6 1.5 0.28
```
Forces are in eV/Å.

---

Computed, not measured: a 2-piece molecular cluster, C3H9NO overall in a non-equilibrium geometry, with ωB97M-V with the def2-TZVPD basis set.

charge	+1
2S+1	2
Kohn-Sham gap (alpha / beta)	0.3129 / 0.1468	Eh
energy above the lowest of the compared OMol25 structures with the same formula, charge and spin	227.5	kJ/mol

Structure (XYZ):
```
14
Properties=species:S:1:pos:R:3:forces:R:3:nbo_charge:R:1
N 1.475 2.855 1.102 1.6 0.5 -0.8 -0.77
C 1.517 1.864 0.049 -2.1 -0.3 1.1 -0.33
C -0.592 0.932 1.070 -0.9 -0.6 0.5 -0.06
C 0.335 0.965 0.068 2.2 1.3 -1.8 0.06
H 2.422 3.240 1.125 0.1 -0.3 0.8 0.39
H 0.995 3.710 0.837 -0.8 -0.3 -0.2 0.39
H 1.653 2.295 -0.952 0.3 -0.3 -0.2 0.29
H 2.271 1.058 0.193 0.5 0.5 -0.1 0.30
H -1.395 0.211 0.955 -0.2 0.3 0.4 0.23
H -0.472 1.566 1.942 -0.1 -0.2 0.0 0.25
H 0.341 0.346 -0.821 -0.6 -0.5 0.2 0.24
H -2.661 -6.489 -2.570 0.4 -0.3 -1.2 0.46
H -2.683 -6.014 -1.197 -0.1 0.1 0.6 0.46
O -3.206 -6.541 -1.802 -0.2 0.2 0.6 -0.92
```
Forces are in eV/Å.

---

Computed, not measured: one molecule with the formula H2N2O2S in a non-equilibrium geometry, with ωB97M-V with the def2-TZVPD basis set.

charge	0
Kohn-Sham gap	0.3625	Eh
energy above the lowest of the compared OMol25 structures with the same formula, charge and spin	180.1	kJ/mol

Structure (XYZ):
```
7
Properties=species:S:1:pos:R:3:forces:R:3:nbo_charge:R:1
N 1.138 1.121 -0.124 -1.5 2.2 -0.2 -0.40
N 0.060 0.575 -0.016 -0.4 0.3 0.0 0.11
O 3.217 0.074 0.770 0.2 0.4 -1.2 -0.93
O -0.976 1.496 0.118 1.9 0.1 -0.2 -0.50
S 2.369 0.072 -0.455 1.0 -2.8 2.4 1.24
H 1.506 -1.014 -0.107 0.6 0.4 -1.2 0.01
H -1.609 0.874 0.414 -1.9 -0.6 0.5 0.48
```
Forces are in eV/Å.

---

Number 1: molar mass 98.125 g mol⁻¹. Number 2: molar mass 75.111 g mol⁻¹. Number 3: molar mass 94.095 g mol⁻¹.